No. 1
{
  "formula": "C6H18NO2S",
  "method": "the ωB97M-V functional and the def2-TZVPD basis",
  "species": ["C", "C", "S", "N", "C", "C", "C", "C", "H", "H", "H", "H", "H", "H", "H", "H", "H", "H", "H", "H", "H", "H", "H", "H", "O", "H", "H", "O"],
  "xyz": [[-0.6375, 1.0315, -2.2352], [0.4863, 0.0499, -2.6215], [1.4141, 0.7226, -4.0260], [-1.0046, 1.0817, -0.7657], [0.0693, 1.4047, 0.1821], [0.4676, 0.2420, 1.1647], [1.8734, -0.3154, 0.9240], [0.4282, 0.8574, 2.5698], [-1.5815, 0.8918, -2.7601], [-0.2865, 2.0491, -2.4024], [1.1660, 0.0071, -1.7769], [-0.0252, -0.9080, -2.7696], [-1.9288, 0.9631, -0.4034], [-0.3056, 2.2088, 0.8229], [0.8640, 1.8228, -0.4325], [-0.2438, -0.5599, 1.0559], [2.5606, 0.5079, 1.1469], [2.1320, -0.6934, -0.0522], [2.0332, -1.1741, 1.5845], [0.8923, 0.2314, 3.3454], [-0.6011, 1.1033, 2.8251], [1.0921, 1.7292, 2.6086], [-1.0896, -1.0067, -1.0223], [-0.4391, -2.3843, -0.9917], [-1.2666, -1.9408, -0.7947], [-1.6021, -2.6468, 0.9185], [-2.5725, -2.3368, 2.1062], [-1.8946, -2.9384, 1.7998]],
  "lowdin_charge": [-0.320, -0.805, 0.098, -0.121, -0.192, -0.397, -0.083, -0.106, 0.101, 0.060, -0.002, 0.032, 0.092, 0.095, 0.122, 0.092, 0.080, 0.057, 0.074, 0.071, 0.072, 0.076, 0.005, 0.054, -0.070, -0.019, 0.018, -0.085],
  "de_lowest_kcal_mol": 12.3,
  "e_tot_ha": -842.836529,
  "homo_lumo_gap_ha": 0.2113,
  "total_charge": -1
}

=====

No. 2
{
  "formula": "C12H25BrFINO9PS",
  "method": "the ωB97M-V functional and the def2-TZVPD basis",
  "species": ["O", "S", "O", "F", "N", "I", "P", "O", "Br", "H", "O", "C", "O", "C", "C", "C", "H", "H", "H", "H", "H", "H", "H", "H", "O", "C", "O", "C", "C", "C", "H", "H", "H", "H", "H", "H", "H", "H", "O", "C", "O", "C", "C", "C", "H", "H", "H", "H", "H", "H", "H", "H"],
  "xyz": [[-4.9860, -0.0842, -0.3790], [-4.0775, 0.8627, -0.9477], [-2.6779, 0.6789, -0.8649], [-4.4242, 0.9298, -2.4692], [-4.5161, 2.3320, -0.3714], [-3.4326, 3.8366, -1.3208], [-6.3506, 2.5271, -0.1714], [-6.9480, 1.6563, -1.3909], [-6.7363, 4.5162, -1.0669], [-6.9507, 0.7129, -1.1676], [2.2254, 4.7564, -1.9499], [2.0544, 3.7632, -1.2975], [0.8580, 3.5849, -0.7015], [0.4896, 2.3640, -0.0455], [0.9636, 2.3195, 1.3915], [3.1523, 2.7516, -1.0710], [0.8292, 1.4993, -0.6159], [-0.5975, 2.3560, -0.0813], [2.0515, 2.3309, 1.4591], [0.6022, 1.4123, 1.8762], [0.5839, 3.1833, 1.9376], [3.7559, 3.0804, -0.2253], [3.7786, 2.7326, -1.9588], [2.8063, 1.7396, -0.8817], [-5.0205, -4.3457, 5.3321], [-4.6709, -3.9787, 4.2456], [-5.2852, -2.9086, 3.6986], [-4.8379, -2.2932, 2.4854], [-5.4004, -2.9680, 1.2537], [-3.6176, -4.7194, 3.4530], [-3.7488, -2.2395, 2.4602], [-5.2020, -1.2690, 2.5498], [-5.0608, -4.0006, 1.1665], [-5.0897, -2.4264, 0.3626], [-6.4899, -2.9787, 1.2969], [-4.1047, -5.5319, 2.9142], [-2.9109, -5.1479, 4.1584], [-3.0710, -4.1057, 2.7426], [4.7465, -1.0906, 0.1587], [5.6477, -0.7937, -0.5747], [5.3779, 0.0120, -1.6237], [6.3935, 0.5770, -2.4602], [6.8064, -0.3619, -3.5736], [7.0433, -1.3441, -0.3981], [7.2448, 0.9041, -1.8616], [5.9350, 1.4730, -2.8758], [7.2603, -1.2732, -3.1842], [7.5283, 0.1268, -4.2284], [5.9366, -0.6462, -4.1653], [7.0929, -2.3138, -0.8929], [7.2120, -1.4903, 0.6653], [7.8314, -0.7081, -0.7915]],
  "lowdin_charge": [-0.295, 0.370, -0.275, -0.165, -0.871, 0.893, 0.483, -0.399, 0.261, 0.050, 0.102, -0.527, -0.012, -0.237, -0.057, 0.014, 0.117, 0.081, 0.069, 0.083, 0.083, 0.100, 0.081, 0.070, 0.107, -0.530, -0.002, -0.237, -0.063, 0.011, 0.113, 0.120, 0.070, 0.056, 0.086, 0.095, 0.090, 0.068, 0.106, -0.529, -0.015, -0.238, -0.062, 0.014, 0.113, 0.116, 0.068, 0.083, 0.085, 0.097, 0.091, 0.070],
  "e_tot_ha": -4915.295171,
  "homo_lumo_gap_ha": 0.3202,
  "total_charge": 0
}

=====

No. 3
{
  "formula": "C21H46HfNO2P3",
  "method": "the ωB97M-V functional and the def2-TZVPD basis",
  "species": ["Hf", "P", "P", "P", "H", "C", "C", "H", "C", "C", "C", "C", "C", "C", "C", "C", "C", "H", "H", "H", "H", "H", "H", "H", "H", "H", "H", "H", "H", "H", "H", "H", "H", "H", "H", "H", "H", "H", "H", "H", "H", "H", "H", "H", "H", "H", "C", "C", "C", "C", "C", "C", "O", "H", "H", "H", "H", "H", "H", "C", "N", "C", "C", "C", "O", "H", "H", "H", "H", "H", "H", "H", "H", "H"],
  "xyz": [[0.0467, 0.2213, 0.3046], [-2.5752, 0.3195, -0.8131], [0.8676, -1.8287, -1.0011], [0.0949, 2.1547, -1.6272], [0.9466, 0.2550, 3.2000], [0.9931, 1.0107, 2.4131], [-0.0667, 1.9077, 2.0493], [-1.0809, 1.8809, 2.4660], [-3.8946, -0.6560, 0.0190], [-2.8697, -0.3606, -2.5117], [-3.4247, 1.9681, -0.8895], [2.2144, -2.8335, -0.2999], [-0.5006, -2.9688, -1.3810], [1.5811, -1.3237, -2.6063], [-0.3719, 3.8080, -0.9567], [-0.7988, 2.1540, -3.2462], [1.7603, 2.5735, -2.2837], [1.9907, 1.4145, 2.2703], [0.2496, 2.8946, 1.6856], [-4.0716, -0.3023, 1.0387], [-3.6320, -1.7214, 0.0640], [-4.8331, -0.5620, -0.5480], [-2.3359, -1.3140, -2.6296], [-2.5181, 0.3253, -3.2921], [-3.9442, -0.5452, -2.6843], [-3.1187, 2.5489, -0.0116], [-4.5203, 1.8378, -0.8490], [-3.1809, 2.5432, -1.7945], [3.0699, -2.7453, -0.9841], [1.8791, -3.8782, -0.2418], [2.5368, -2.5430, 0.7195], [-0.3267, -3.3897, -2.3848], [-1.4901, -2.4842, -1.3558], [-0.5004, -3.7629, -0.6167], [2.0818, -2.2180, -2.9996], [2.3167, -0.5134, -2.5036], [0.8034, -0.9956, -3.3124], [-0.1094, 4.5606, -1.7135], [0.1928, 4.0005, -0.0357], [-1.4470, 3.8720, -0.7376], [-0.3435, 2.9029, -3.9104], [-1.8633, 2.3917, -3.1482], [-0.6833, 1.1731, -3.7192], [1.7814, 3.6465, -2.5390], [1.9604, 1.9975, -3.1971], [2.5443, 2.3536, -1.5345], [3.7036, 0.5329, 0.3252], [4.4764, -0.6291, 0.1594], [5.8683, -0.4990, -0.0008], [6.4345, 0.7829, 0.0099], [5.6438, 1.9064, 0.2970], [4.2486, 1.8027, 0.4482], [2.2733, 0.4465, 0.1492], [2.0312, -0.5065, 0.4113], [4.0012, -1.6045, 0.0990], [6.5219, -1.3734, -0.1448], [7.5042, 0.9075, -0.1864], [6.1114, 2.8775, 0.4316], [3.5623, 2.6398, 0.6322], [-3.5008, -2.3461, 3.9020], [-2.6308, -1.3845, 3.1997], [-2.8211, 0.0551, 3.4409], [-1.7514, -1.7927, 2.2993], [-1.5782, -3.2607, 2.0891], [-1.0845, -0.9234, 1.5881], [-4.0989, -1.7609, 4.6076], [-2.8655, -3.0579, 4.4501], [-4.1770, -2.8974, 3.2218], [-1.9394, 0.5421, 3.8766], [-3.1092, 0.5686, 2.5132], [-3.6270, 0.1364, 4.1723], [-2.3076, -3.6491, 1.3512], [-0.5338, -3.4208, 1.8010], [-1.7655, -3.8614, 2.9857]],
  "lowdin_charge": [1.365, 0.777, 0.758, 0.744, 0.118, -0.046, -0.065, 0.078, -0.235, -0.216, -0.223, -0.206, -0.203, -0.192, -0.220, -0.229, -0.221, 0.083, 0.088, 0.034, 0.055, 0.085, 0.031, 0.031, 0.090, 0.042, 0.087, 0.043, 0.073, 0.089, 0.069, 0.095, 0.015, 0.059, 0.090, 0.059, 0.064, 0.085, 0.041, 0.044, 0.091, 0.036, 0.044, 0.083, 0.069, 0.027, -0.264, -0.009, -0.003, -0.008, -0.005, -0.020, -0.264, 0.010, 0.059, 0.143, 0.141, 0.135, 0.127, 0.037, -0.077, 0.019, -0.387, 0.046, -0.261, 0.115, 0.120, 0.132, 0.105, 0.078, 0.118, 0.128, 0.095, 0.106],
  "e_tot_ha": -2103.557256,
  "homo_lumo_gap_ha": [0.1802, 0.1802],
  "total_charge": 4
}